--- A ---
Computed, not measured: one molecule with the formula C3H6S3, with the ωB97M-V functional and the def2-TZVPD basis.

```
12
Properties=species:S:1:pos:R:3:lowdin_charge:R:1
S 0.5229 3.3275 -0.0963 0.566
S 1.4496 0.5924 -1.0339 0.776
S -0.8077 1.3489 0.9335 0.755
C 1.3324 -1.0217 -0.2139 -0.471
C -1.5919 -0.3301 0.2754 -0.266
C 0.3477 1.7215 -0.2286 -1.583
H -2.5752 -0.0951 0.3237 -0.021
H 2.3652 -1.5794 0.2385 0.108
H -1.2244 -1.0479 0.8367 -0.055
H 0.8123 -1.8061 -0.9321 0.060
H -1.1948 -0.3333 -0.8487 0.087
H 0.5640 -0.7765 0.7457 0.044
```

Properties
HOMO level: -8.3 eV
Gap between HOMO and LUMO: 7.972 eV
Lowest unoccupied orbital energy: -0.337 eV

--- B ---
Computed, not measured: one molecule with the formula C3H6S3, with the ωB97M-V functional and the def2-TZVPD basis.

```
12
Properties=species:S:1:pos:R:3:lowdin_charge:R:1
S 2.0929 1.4261 0.0627 0.672
S -3.0083 -0.0549 -0.1191 0.737
S 2.1369 -1.6313 -0.0701 0.678
C -0.1448 -0.1174 -0.2323 -0.266
C 1.1572 -0.1409 0.4045 -1.061
C -1.4706 -0.1009 0.6506 -0.489
H -3.7176 0.0890 1.0038 -0.136
H -0.2734 -0.1189 -1.2968 0.070
H 2.0097 -1.4633 -1.3862 -0.148
H -1.3791 -0.0749 1.7157 0.038
H 1.9637 1.3633 -1.2637 -0.148
H 1.0984 -0.1864 1.4899 0.053
```

Properties
SMILES: S/C=C/C(S)S
HOMO level: -7.9 eV
Gap between HOMO and LUMO: 8.236 eV
Lowest unoccupied orbital energy: 0.382 eV

Short version: A is the least stable of them.

--- A ---
Computed, not measured: one molecule with the formula C4H8N2S, with the ωB97M-V functional and the def2-TZVPD basis.

```
15
Properties=species:S:1:pos:R:3:lowdin_charge:R:1
S -0.5250 1.0524 1.8837 0.880
N -0.6675 -0.2762 -0.3447 0.030
N -1.4075 -0.0078 0.7139 -0.496
C 1.2781 0.2845 -1.6750 -0.044
C -2.1528 -1.0921 1.2968 -0.143
C 0.4251 0.3525 -0.4619 -0.418
C 0.8372 1.2388 0.7038 -0.418
H -2.6494 -1.6262 0.4884 0.082
H 1.7800 0.9111 1.1492 0.071
H 0.9291 2.2844 0.4006 0.071
H 0.8217 -0.3764 -2.4052 0.079
H -2.8962 -0.6701 1.9708 0.072
H 1.3944 1.2766 -2.1109 0.081
H -1.5162 -1.7896 1.8525 0.074
H 2.2699 -0.0882 -1.4198 0.080
```

Properties
SMILES: CC1=NN(C)SC1
HOMO level: -7.6 eV
Gap between HOMO and LUMO: 8.507 eV
Lowest unoccupied orbital energy: 0.879 eV

--- B ---
Computed, not measured: one molecule with the formula C4H8N2S, with the ωB97M-V functional and the def2-TZVPD basis.

```
15
Properties=species:S:1:pos:R:3:lowdin_charge:R:1
S 1.5470 -2.1999 0.2906 0.761
N 0.5756 -0.8801 -0.2187 -0.507
N -1.3314 -1.8157 0.6077 0.098
C -0.0268 1.2221 -0.8383 -0.191
C 1.1893 0.4333 -0.3830 -0.266
C -1.1403 0.7026 0.1192 -0.099
C -0.7520 -0.7390 0.1846 -0.506
H 1.5902 0.9152 0.5658 0.127
H -2.3152 -1.6917 0.7962 0.033
H 1.6903 -1.6272 1.6184 -0.065
H -2.1812 0.8347 -0.2536 0.123
H -0.8920 1.2233 1.1608 0.166
H 2.0585 0.3903 -1.0269 0.104
H 0.1424 2.2501 -0.6787 0.084
H -0.1544 0.9822 -1.9442 0.139
```

Properties
SMILES: [H]/N=C1\CCCN1S
HOMO level: -9.0 eV
Gap between HOMO and LUMO: 9.851 eV
Lowest unoccupied orbital energy: 0.887 eV

--- C ---
Computed, not measured: a 2-piece molecular cluster, C4H8N2S overall, with the ωB97M-V functional and the def2-TZVPD basis.

```
15
Properties=species:S:1:pos:R:3:lowdin_charge:R:1
S 3.3075 -0.7172 0.5914 0.774
N -0.6875 -1.4673 -1.1196 -0.034
N -0.7746 -0.9506 0.0405 -0.193
C -0.1283 -1.3050 1.0372 -0.138
C 0.5896 2.4706 -0.4209 -0.093
C 2.1750 0.4637 0.1326 -0.542
C 1.3426 1.2837 -0.0918 -0.199
H -0.2378 2.0017 -0.8628 0.045
H -0.5812 -0.9596 2.0029 0.080
H 0.1592 -2.0690 -1.4562 0.137
H -0.9493 -0.8688 -1.9153 0.095
H 0.2641 3.1451 0.4178 0.104
H 1.1938 3.0720 -1.1123 0.087
H 3.4661 -1.3208 -0.5075 -0.191
H 0.5496 -2.1968 1.0185 0.068
```

Properties
SMILES: CC#CS.C=NN
HOMO level: -8.4 eV
Gap between HOMO and LUMO: 9.092 eV
Lowest unoccupied orbital energy: 0.670 eV

Short version: C is the least stable of them.

--- A ---
Computed, not measured: a 2-piece molecular cluster, C5H10 overall, with the ωB97M-V functional and the def2-TZVPD basis.

```
15
Properties=species:S:1:pos:R:3:lowdin_charge:R:1
C 1.0041 1.3307 0.4965 -0.032
C 1.9452 1.3285 1.4283 -0.251
C -1.8703 -2.5727 -3.0268 -0.088
C -2.7531 -2.0141 -2.2118 -0.084
C 1.7328 1.8305 2.8392 -0.117
H 1.2330 1.0236 3.3826 0.075
H -1.5264 -3.5910 -2.8813 0.043
H 2.6842 2.0456 3.3148 0.061
H -1.6388 -2.1546 -3.9958 0.041
H 1.1528 2.7550 2.8225 0.073
H 1.1144 0.9528 -0.5107 0.046
H -3.0598 -0.9939 -2.4191 0.044
H -2.9271 -2.4266 -1.2260 0.044
H 2.9224 0.9100 1.1916 0.088
H -0.0135 1.5763 0.7959 0.057
```

Properties
SMILES: C=CC.C=C
HOMO level: -9.6 eV
Gap between HOMO and LUMO: 10.736 eV
Lowest unoccupied orbital energy: 1.147 eV

--- B ---
Computed, not measured: one molecule with the formula C5H10, with the ωB97M-V functional and the def2-TZVPD basis.

```
15
Properties=species:S:1:pos:R:3:lowdin_charge:R:1
C 0.9721 0.7925 -0.5715 -0.273
C -0.4785 -1.0506 0.1931 -0.178
C 1.2303 1.8962 0.4729 -0.114
C -0.3585 0.0718 -0.5021 -0.136
C -1.6821 -1.9532 0.2154 -0.107
H -1.2740 -2.9179 -0.1463 0.075
H -2.4755 -1.7642 -0.4995 0.069
H -2.0195 -2.1802 1.2237 0.066
H 1.8071 0.0878 -0.5950 0.099
H -1.0661 0.4544 -1.2300 0.103
H 0.3776 -1.3414 0.7868 0.106
H 0.8041 1.7261 1.4615 0.066
H 1.0865 1.2985 -1.5359 0.097
H 2.3082 2.0195 0.4985 0.062
H 0.7682 2.8607 0.2284 0.066
```

Properties
SMILES: C/C=C/CC
HOMO level: -9.1 eV
Gap between HOMO and LUMO: 10.410 eV
Lowest unoccupied orbital energy: 1.265 eV

--- C ---
Computed, not measured: a 2-piece molecular cluster, C5H10 overall, with the ωB97M-V functional and the def2-TZVPD basis.

```
15
Properties=species:S:1:pos:R:3:lowdin_charge:R:1
C 1.3631 -0.2221 -0.4298 -0.490
C 0.2907 1.4293 0.9491 -0.090
C 2.2413 -1.0565 0.2930 0.009
C 0.1521 0.3394 0.0062 -0.081
C 1.4344 0.6101 -1.5809 0.032
H -0.7688 0.0456 -0.5025 0.135
H -7.1784 -2.2852 0.1959 0.000
H 0.4705 2.2714 0.2580 0.099
H -6.7816 -2.8365 0.5013 0.000
H 0.5249 0.7099 -2.1578 0.051
H 1.1175 1.1542 1.6166 0.090
H 2.3930 0.7314 -2.0379 0.068
H -0.6218 1.6375 1.5802 0.098
H 3.3408 -1.2422 0.0006 0.065
H 2.0223 -1.2864 1.3079 0.015
```

Properties
HOMO level: -7.0 eV
Gap between HOMO and LUMO: 6.657 eV
Lowest unoccupied orbital energy: -0.338 eV

Short version: C is the least stable of them.

--- A ---
Computed, not measured: C5H10 as an isolated structure, with the ωB97M-V functional and the def2-TZVPD basis.

```
15
Properties=species:S:1:pos:R:3:lowdin_charge:R:1
C 0.4436 0.0692 1.4147 -0.085
C -0.5213 -1.5912 -1.0240 -0.162
C 0.3531 1.4051 0.6729 -0.243
C -0.9076 -0.3191 -0.3339 -0.140
C -0.0253 0.8730 -0.7224 -0.268
H -0.4778 1.9925 1.0879 0.110
H 0.5600 -1.7418 -1.2170 0.072
H -0.9475 -2.4910 -0.5599 0.069
H -0.5728 1.5899 -1.3549 0.106
H 1.2869 -0.5599 1.1074 0.090
H -0.9926 -1.4916 -2.0215 0.092
H 1.2624 2.0196 0.7125 0.102
H 0.3033 0.0608 2.5045 0.088
H 0.8993 0.5866 -1.2638 0.102
H -0.6636 -0.4020 0.9976 0.067
```

Properties
HOMO level: -7.7 eV
Gap between HOMO and LUMO: 8.470 eV
Lowest unoccupied orbital energy: 0.762 eV

--- B ---
Computed, not measured: a 2-piece molecular cluster, C5H10 overall, with the ωB97M-V functional and the def2-TZVPD basis.

```
15
Properties=species:S:1:pos:R:3:lowdin_charge:R:1
C 0.5661 -1.1233 -0.0144 -0.143
C 0.0878 0.8323 -1.6893 0.020
C 0.3324 0.2979 -0.5004 -0.353
C 0.4497 0.8677 0.9036 -0.141
C 0.6428 -0.5775 1.4377 -0.168
H -2.4316 -0.0412 -0.8073 0.007
H -0.0683 1.9022 -1.8079 0.061
H 1.4926 -1.5787 -0.3820 0.108
H -3.1463 -0.2147 -0.6887 0.034
H -0.1645 -0.9246 2.0883 0.098
H 0.0357 0.2182 -2.5857 0.061
H -0.2596 -1.8163 -0.2119 0.103
H 1.3118 1.5278 1.0503 0.108
H 1.5967 -0.7550 1.9420 0.098
H -0.4454 1.3855 1.2659 0.107
```

Properties
SMILES: C=C1CCC1.[H][H]
HOMO level: -9.3 eV
Gap between HOMO and LUMO: 10.592 eV
Lowest unoccupied orbital energy: 1.302 eV

--- C ---
Computed, not measured: one molecule with the formula C5H10, with the ωB97M-V functional and the def2-TZVPD basis.

```
15
Properties=species:S:1:pos:R:3:lowdin_charge:R:1
C -0.7612 1.3213 0.1239 -0.086
C 1.6820 -0.1168 -0.3904 -0.114
C -0.6987 -0.2035 0.0965 -0.436
C 0.6205 -0.6829 0.5950 -0.244
C -1.6962 -0.9854 -0.1668 0.018
H -0.3065 1.7311 1.0682 0.096
H 1.3774 1.0196 -0.2310 0.078
H -2.7444 -0.6576 -0.5373 0.097
H 0.9203 -0.2725 1.5834 0.114
H -1.7333 1.7911 -0.1037 0.077
H 0.6969 -1.8517 0.6549 0.136
H -1.4871 -2.0228 -0.3538 0.051
H 1.5403 -0.3721 -1.4461 0.077
H 2.6824 -0.4024 -0.1602 0.049
H -0.0924 1.7045 -0.7327 0.087
```

Properties
SMILES: C=C(C)CC
HOMO level: -9.4 eV
Gap between HOMO and LUMO: 10.488 eV
Lowest unoccupied orbital energy: 1.093 eV

--- D ---
Computed, not measured: one molecule with the formula C5H10, with the ωB97M-V functional and the def2-TZVPD basis.

```
15
Properties=species:S:1:pos:R:3:lowdin_charge:R:1
C 0.2783 -0.2309 1.1767 -0.145
C -0.5133 0.4452 -0.0575 -0.349
C -1.8652 -0.0959 -0.3947 -0.097
C 1.5358 -0.0316 0.2841 -0.238
C 0.7029 -0.0168 -0.9739 -0.179
H 1.9426 1.0402 0.5115 0.132
H 2.3031 -0.8627 0.3660 0.110
H -0.5382 1.5816 0.1098 0.152
H 0.0900 -1.2501 1.2580 0.069
H 0.6053 -1.0719 -1.3105 0.113
H -2.6092 0.0254 0.3534 0.060
H 1.1026 0.5699 -1.8218 0.102
H -1.7496 -1.1615 -0.5277 0.071
H 0.1930 0.2901 2.1740 0.113
H -2.1703 0.4190 -1.3207 0.086
```

Properties
SMILES: CC1CCC1
HOMO level: -10.2 eV
Gap between HOMO and LUMO: 11.461 eV
Lowest unoccupied orbital energy: 1.296 eV

Short version: A is the least stable of them.

--- A ---
Computed, not measured: one molecule with the formula C5H10, with the ωB97M-V functional and the def2-TZVPD basis.

```
15
Properties=species:S:1:pos:R:3:lowdin_charge:R:1
C -0.9490 -0.8683 -0.9070 -0.075
C 0.3361 -0.7802 -0.0236 -0.482
C 0.0813 -0.5232 1.4692 -0.084
C 0.9795 0.2569 -0.8752 -0.010
C 0.5833 1.6376 -0.5198 -0.168
H 0.5466 2.3209 -1.3750 0.071
H -0.5892 0.3236 1.6479 0.063
H 0.8675 -1.7322 -0.1281 0.114
H -1.3698 -1.8799 -0.8993 0.087
H -1.6941 -0.1448 -0.5634 0.082
H 1.0269 -0.3141 1.9877 0.078
H -0.2644 1.8257 0.1590 0.068
H -0.3601 -1.4027 1.9520 0.076
H -0.7034 -0.6164 -1.9519 0.077
H 1.5086 1.8972 0.0276 0.103
```

Properties
HOMO level: -8.0 eV
Gap between HOMO and LUMO: 8.798 eV
Lowest unoccupied orbital energy: 0.805 eV

--- B ---
Computed, not measured: a 2-piece molecular cluster, C5H10 overall, with the ωB97M-V functional and the def2-TZVPD basis.

```
15
Properties=species:S:1:pos:R:3:lowdin_charge:R:1
C -0.7298 -0.9518 0.5595 -0.137
C 1.7231 -0.3068 -0.0807 -0.050
C 0.4023 -0.2187 -0.1373 -0.381
C -1.7150 -0.2137 -0.3852 -0.169
C -0.5571 0.6924 -0.8817 -0.137
H 2.0549 1.2451 1.7265 0.066
H -0.4114 0.7575 -1.9641 0.106
H -0.7054 -2.0434 0.4912 0.106
H 1.4383 0.9936 1.3739 0.033
H 2.2269 -0.9883 0.6034 0.072
H -2.1015 -0.8645 -1.1731 0.101
H -0.6051 1.7171 -0.4843 0.111
H -2.5516 0.2966 0.0971 0.097
H 2.3684 0.3956 -0.6065 0.071
H -0.8576 -0.6819 1.6183 0.111
```

Properties
SMILES: C=C1CCC1.[H][H]
HOMO level: -9.0 eV
Gap between HOMO and LUMO: 10.261 eV
Lowest unoccupied orbital energy: 1.292 eV

--- C ---
Computed, not measured: a 2-piece molecular cluster, C5H10 overall, with the ωB97M-V functional and the def2-TZVPD basis.

```
15
Properties=species:S:1:pos:R:3:lowdin_charge:R:1
C -0.6330 -1.0287 1.5481 -0.084
C 0.6636 -1.3130 1.5548 -0.079
C 0.9803 1.4700 -0.3381 -0.036
C -0.6327 0.0198 -1.6150 -0.126
C -0.2171 1.2615 -0.8788 -0.261
H 1.4100 -0.5294 1.4512 0.032
H 1.0330 -2.3300 1.6530 0.048
H 0.0505 -0.8126 -1.4219 0.067
H -0.9695 2.0475 -0.8032 0.094
H -1.3927 -1.7998 1.6448 0.050
H -1.6401 -0.2977 -1.3199 0.070
H 1.7630 0.7149 -0.3857 0.054
H 1.2237 2.3959 0.1760 0.054
H -0.6577 0.2067 -2.6956 0.073
H -0.9814 -0.0052 1.4303 0.044
```

Properties
SMILES: C=CC.C=C
HOMO level: -9.6 eV
Gap between HOMO and LUMO: 10.895 eV
Lowest unoccupied orbital energy: 1.291 eV

Short version: A is the least stable of them.

--- A ---
Computed, not measured: one molecule with the formula C5H10, with the ωB97M-V functional and the def2-TZVPD basis.

```
15
Properties=species:S:1:pos:R:3:lowdin_charge:R:1
C 0.9114 1.2594 -0.0828 -0.104
C -1.1569 -0.0858 0.6293 -0.163
C 0.3590 -0.0026 0.5358 -0.454
C 0.9350 -1.2307 -0.2268 -0.083
C -1.9804 0.0920 -0.4017 0.000
H -1.5946 0.3238 -1.3754 0.052
H 0.5596 -1.2704 -1.2390 0.066
H -3.0431 -0.1009 -0.2530 0.055
H -1.5747 -0.3533 1.6267 0.107
H 2.0352 -1.1828 -0.2530 0.077
H 2.0118 1.2809 -0.0661 0.077
H 0.6382 1.3431 -1.1556 0.082
H 0.5467 2.1633 0.4345 0.082
H 0.5957 -2.1644 0.2568 0.080
H 0.7570 -0.0717 1.5704 0.127
```

Properties
SMILES: C=CC(C)C
HOMO level: -9.6 eV
Gap between HOMO and LUMO: 10.835 eV
Lowest unoccupied orbital energy: 1.203 eV

--- B ---
Computed, not measured: C5H10 as an isolated structure, with the ωB97M-V functional and the def2-TZVPD basis.

```
15
Properties=species:S:1:pos:R:3:lowdin_charge:R:1
C 0.6826 -0.7062 0.1881 -0.231
C 0.8576 1.1785 -1.5702 -0.130
C -2.9465 -0.7020 1.0234 -0.050
C 1.7705 -0.1118 0.6802 -0.050
C 0.2264 0.3848 -0.4609 -0.035
H 2.1637 -0.0697 1.6340 0.038
H 0.4184 -1.7354 0.3500 0.106
H -2.2636 -0.8282 0.1752 -0.004
H -2.4326 -0.3301 1.8861 0.006
H -3.8689 -0.2422 0.7825 -0.001
H 2.4770 0.5827 0.1992 0.078
H -3.0764 -1.7646 1.3680 0.030
H 0.1627 1.6579 -2.2744 0.062
H 1.4364 2.0117 -1.0892 0.087
H 1.4406 0.4580 -2.1949 0.094
```

Properties
HOMO level: -7.5 eV
Gap between HOMO and LUMO: 8.293 eV
Lowest unoccupied orbital energy: 0.809 eV

--- C ---
Computed, not measured: a 2-piece molecular cluster, C5H10 overall, with the ωB97M-V functional and the def2-TZVPD basis.

```
15
Properties=species:S:1:pos:R:3:lowdin_charge:R:1
C 0.3672 1.3670 1.0077 -0.256
C 0.6505 0.3037 1.7555 -0.027
C 0.7817 1.5453 -0.4234 -0.124
C -1.4596 -1.2014 -0.8949 -0.079
C -0.4789 -2.0942 -0.9555 -0.077
H -2.2471 -1.1651 -1.6442 0.047
H -0.2056 2.1840 1.4488 0.093
H 0.3037 -2.1279 -0.2002 0.033
H 1.4569 2.4034 -0.5301 0.072
H 1.2884 0.6535 -0.8050 0.068
H -1.5079 -0.4731 -0.0881 0.033
H 1.2262 -0.5311 1.3580 0.050
H -0.0877 1.7371 -1.0639 0.070
H -0.4156 -2.8289 -1.7548 0.045
H 0.3278 0.2277 2.7903 0.052
```

Properties
SMILES: C=CC.C=C
HOMO level: -9.7 eV
Gap between HOMO and LUMO: 10.971 eV
Lowest unoccupied orbital energy: 1.279 eV

Short version: B is the least stable of them.